{
  "formula": "C50H121N11O14",
  "method": "wB97M-V/def2-TZVPD",
  "species": ["C", "O", "C", "C", "N", "C", "C", "O", "C", "H", "H", "H", "H", "H", "H", "H", "H", "H", "H", "H", "H", "H", "H", "H", "C", "O", "C", "C", "N", "C", "C", "O", "C", "H", "H", "H", "H", "H", "H", "H", "H", "H", "H", "H", "H", "H", "H", "H", "C", "O", "C", "C", "N", "C", "C", "O", "C", "H", "H", "H", "H", "H", "H", "H", "H", "H", "H", "H", "H", "H", "H", "H", "C", "O", "C", "C", "N", "C", "C", "O", "C", "H", "H", "H", "H", "H", "H", "H", "H", "H", "H", "H", "H", "H", "H", "H", "C", "O", "C", "C", "N", "C", "C", "O", "C", "H", "H", "H", "H", "H", "H", "H", "H", "H", "H", "H", "H", "H", "H", "H", "C", "C", "C", "C", "C", "C", "N", "O", "C", "C", "C", "H", "H", "H", "H", "H", "H", "H", "H", "H", "H", "H", "H", "H", "H", "H", "H", "H", "H", "H", "C", "C", "C", "C", "C", "C", "N", "O", "C", "C", "C", "H", "H", "H", "H", "H", "H", "H", "H", "H", "H", "H", "H", "H", "H", "H", "H", "H", "H", "H", "C", "O", "N", "N", "H", "H", "H", "H", "C", "O", "N", "N", "H", "H", "H", "H"],
  "positions_angstrom": [[2.2150, -4.5360, 3.4487], [2.2821, -3.6460, 2.3878], [2.9300, -2.4978, 2.6772], [3.1111, -1.7878, 1.3183], [4.1318, -0.7724, 1.3580], [3.7441, 0.2889, 2.2498], [4.8077, 1.3620, 2.2310], [4.7886, 2.0158, 3.4702], [5.9003, 2.8738, 3.6743], [3.1662, -4.6542, 3.9677], [2.1325, -5.5009, 2.9483], [1.3712, -4.3535, 4.1142], [3.7527, -2.6633, 3.3728], [2.2543, -1.9208, 3.3085], [2.1396, -1.3845, 1.0324], [3.4243, -2.5097, 0.5641], [4.0613, -0.3661, 0.4360], [3.6778, -0.2199, 3.2115], [2.7872, 0.7724, 2.0532], [4.5962, 2.1099, 1.4667], [5.7834, 0.9513, 1.9710], [6.6612, 2.3225, 4.2267], [5.5610, 3.7486, 4.2290], [6.4462, 3.1733, 2.7796], [3.1159, -1.8280, -3.5956], [1.7492, -1.7651, -4.1339], [0.9459, -0.8528, -3.4870], [-0.4753, -0.9609, -4.0893], [-1.4530, -0.3211, -3.1798], [-1.5624, 1.1227, -3.2075], [-2.7215, 1.5488, -2.3171], [-2.6227, 1.1326, -0.9502], [-3.4850, 1.9437, -0.1464], [3.0594, -2.3069, -2.6181], [3.7341, -0.9368, -3.4877], [3.7242, -2.5024, -4.1983], [1.3378, 0.1558, -3.6184], [0.9498, -1.0045, -2.4076], [-0.7638, -2.0101, -4.1528], [-0.4855, -0.5444, -5.0965], [-1.2774, -0.5258, -2.2065], [-1.7605, 1.4478, -4.2289], [-0.6712, 1.6323, -2.8413], [-3.6302, 1.2171, -2.8193], [-2.8367, 2.6319, -2.3596], [-3.0874, 2.9586, -0.1569], [-3.3962, 1.6495, 0.8994], [-4.5085, 2.1284, -0.4725], [-4.8127, -0.6088, -1.4604], [-4.4178, -1.8096, -0.7859], [-4.9994, -2.0508, 0.5165], [-4.0825, -2.9719, 1.3241], [-2.7839, -2.4125, 1.5216], [-1.7821, -3.4519, 1.8093], [-0.3212, -2.9777, 1.8830], [0.4302, -3.0503, 0.6161], [1.8288, -2.7503, 0.7947], [-4.4618, -0.5683, -2.4916], [-4.4291, 0.2916, -0.9806], [-5.8892, -0.4684, -1.5587], [-6.0323, -2.3979, 0.5445], [-5.1287, -1.0963, 1.0266], [-3.9882, -3.9016, 0.7629], [-4.4210, -3.1834, 2.3384], [-2.4519, -1.7994, 0.7909], [-1.8608, -4.4402, 1.3563], [-2.0881, -3.7055, 2.8243], [0.2342, -3.6103, 2.5754], [-0.4058, -1.9465, 2.2259], [1.9591, -2.0829, 1.6465], [2.4212, -2.2738, 0.0136], [2.3299, -3.7012, 0.9758], [2.0839, 1.9801, -1.9065], [1.0392, 2.8370, -1.4724], [1.0331, 4.1654, -1.9524], [-0.2567, 4.9194, -1.6774], [-1.3845, 4.3053, -2.3375], [-1.6675, 4.8903, -3.6758], [-2.7943, 4.2417, -4.4139], [-2.6030, 2.8991, -4.7774], [-3.6633, 2.5018, -5.6344], [1.6796, 1.4380, -2.7613], [2.3056, 1.2751, -1.1054], [3.0219, 2.5222, -2.0262], [1.2778, 4.3271, -3.0022], [1.8966, 4.6707, -1.5198], [-0.2345, 5.9981, -1.8324], [-0.5167, 4.7875, -0.6271], [-1.2933, 3.3009, -2.2843], [-0.9225, 4.7188, -4.4527], [-1.9202, 5.9463, -3.5805], [-3.0446, 4.8709, -5.2680], [-3.6478, 4.3423, -3.7434], [-3.7009, 3.0093, -6.5983], [-4.6680, 2.4507, -5.2148], [-3.4380, 1.4619, -5.8710], [-0.1357, -4.3669, 4.7904], [0.3987, -3.2170, 4.1942], [-0.2077, -1.9803, 4.4743], [0.4737, -0.7027, 3.9837], [-0.1048, 0.6228, 4.3764], [-0.0145, 1.5571, 3.2798], [-0.9863, 1.1840, 2.2167], [-2.2794, 1.5239, 2.7413], [-3.4511, 0.8927, 2.1584], [0.4374, -5.1930, 4.3694], [-1.1657, -4.5077, 4.4626], [-0.0599, -4.5127, 5.8679], [-0.3414, -1.9330, 5.5550], [-1.1849, -2.0129, 3.9925], [0.6742, -0.7316, 2.9127], [1.4687, -0.7382, 4.4274], [-1.1043, 0.6179, 4.5218], [0.9984, 1.5488, 2.8771], [-0.1922, 2.5449, 3.7048], [-1.0004, 0.1562, 1.8540], [-0.6735, 1.6352, 1.2751], [-3.7818, 1.3650, 1.2334], [-4.2410, 0.9005, 2.9094], [-3.3700, -0.1827, 2.0000], [-0.3559, 3.4161, 2.4809], [0.6756, 4.5431, 2.7124], [1.6873, 3.9656, 3.8192], [2.8719, 3.1149, 3.3737], [3.4645, 3.7137, 2.0287], [2.4220, 4.0109, 0.8952], [1.3123, 4.9081, 1.4228], [0.4410, 5.4094, 0.4208], [3.2396, 4.7258, -0.2423], [1.8953, 2.5868, 0.3638], [0.0023, 5.7564, 3.3748], [0.1668, 2.4679, 2.3551], [-1.0237, 3.5765, 1.6345], [-1.0275, 3.2702, 3.3269], [2.0921, 4.8082, 4.3799], [1.1258, 3.4116, 4.5715], [2.4497, 2.1187, 3.2413], [3.6589, 3.0187, 4.1217], [4.2162, 2.9853, 1.7245], [3.9449, 4.6690, 2.2401], [2.7367, 5.4504, -0.8827], [4.0800, 5.1608, 0.2987], [3.5413, 4.0982, -1.0808], [2.5867, 2.0839, -0.3122], [1.5618, 1.8806, 1.1242], [1.0179, 2.7820, -0.2528], [0.5926, 6.6216, 3.6764], [-0.6311, 5.4231, 4.1969], [-0.7360, 6.1083, 2.6542], [-0.0080, 4.6069, 0.1450], [-3.3070, -2.5128, -2.9590], [-2.9314, -4.0538, -2.8067], [-2.1600, -4.6136, -4.1156], [-0.7112, -4.2108, -4.1455], [-0.0616, -4.7256, -2.9084], [-0.6931, -4.0838, -1.5398], [-2.1622, -4.3979, -1.5940], [-2.7889, -4.0207, -0.3393], [0.0698, -4.9992, -0.5148], [-0.2233, -2.6769, -1.3568], [-4.2607, -4.7657, -2.6650], [-4.2965, -2.3505, -2.5317], [-3.3825, -2.1285, -3.9762], [-2.6001, -1.8112, -2.5161], [-2.1654, -5.6998, -4.2063], [-2.5981, -4.1952, -5.0217], [-0.6039, -3.1382, -4.3066], [-0.2442, -4.6731, -5.0151], [0.9485, -4.3379, -3.0408], [-0.0609, -5.8143, -2.8555], [1.1383, -4.7968, -0.4401], [-0.2967, -4.8487, 0.5006], [0.0016, -6.0752, -0.6745], [-0.2061, -2.3415, -2.3938], [-0.8559, -2.0940, -0.6874], [0.8032, -2.5854, -1.0020], [-5.0152, -4.2076, -2.1105], [-4.1306, -5.7570, -2.2309], [-4.7399, -4.9239, -3.6311], [-3.0311, -3.1025, -0.4804], [0.0034, -0.1882, 0.0110], [1.0778, -0.3423, 0.4448], [-0.3424, 0.9757, -0.4000], [-0.9875, -0.9998, -0.1119], [-1.2954, 1.1325, -0.6954], [0.4228, 1.6345, -0.3771], [-1.8533, -0.8106, -0.5964], [-0.7393, -1.9194, 0.2241], [3.4755, 0.2392, -0.8217], [3.5740, 1.4721, -0.6933], [2.3463, -0.3447, -0.6084], [4.4189, -0.6160, -1.1489], [1.4179, 0.0236, -0.4586], [2.3544, -1.3461, -0.7397], [4.1424, -1.5702, -1.3307], [5.3583, -0.2698, -1.2827]],
  "atomic_forces_ev_per_a": [[1.5991, -2.4813, 0.2433], [1.4063, -4.7346, 7.1957], [1.7838, 1.6251, 3.2435], [11.8474, 8.2871, 4.7125], [2.1276, 0.7765, 0.9561], [0.7275, -0.5738, 0.5729], [0.8306, -1.5846, 0.3174], [3.7103, -1.4418, -0.5466], [0.4176, -0.7107, 0.2511], [0.2560, 0.3669, 0.3422], [-0.4492, -0.4352, 0.0248], [4.0032, -0.4976, -1.3434], [0.7876, -0.0097, -0.6623], [-0.0004, 0.4883, -0.1638], [4.8786, 6.7881, 0.0880], [2.7558, 0.6934, 1.5886], [1.4204, -1.0137, 2.7803], [0.0906, 0.7275, 0.6195], [-0.1973, -0.4822, -0.3452], [1.1354, -2.9233, -0.8629], [0.2188, -0.4128, 0.3724], [0.0224, 0.0796, 0.4965], [0.0818, 0.0495, 0.0169], [-0.5548, 0.2116, -0.4572], [-1.0169, -1.0083, -0.4488], [2.9055, -0.8021, -0.2523], [-0.6407, 1.1467, -0.3840], [0.2382, 0.8504, 1.7459], [0.1700, 0.9792, -0.5997], [0.2952, -0.6337, 0.1864], [-0.4602, 0.7498, -1.8632], [-3.2429, 0.4289, -1.2905], [1.8051, 4.0518, -4.0113], [-0.1978, -0.0790, 0.1934], [-0.8635, 0.6441, -0.2660], [-0.4521, -0.1122, -0.3643], [-0.1060, -0.0505, -0.4338], [-0.1700, 0.0008, -0.2894], [0.0075, 1.7740, -0.0004], [-0.2542, 0.2618, 0.0926], [0.6315, -0.6954, -0.5695], [0.2883, -0.3650, 0.7431], [0.4978, 0.0634, -0.1863], [-0.2585, -0.5318, 0.4714], [0.0727, -0.1807, 0.3836], [0.3013, 0.3726, -0.2237], [10.8741, 8.5421, -11.1606], [-0.1908, -0.8517, -0.3152], [-0.6861, 0.7517, 0.4341], [-0.8607, 0.4418, 1.2308], [0.0481, 1.0843, 0.9083], [-1.0383, 0.1092, 0.2013], [1.6254, 0.4357, -0.1120], [0.2576, -0.2309, 1.8788], [-0.1416, -1.1856, -1.3570], [-1.7130, 1.0434, 4.3253], [-10.8098, -9.1234, -7.3644], [0.2771, -0.4605, 0.3953], [-0.3470, -0.8852, 0.1065], [-0.3745, -0.4973, 0.3595], [-0.0204, -0.6380, -0.8464], [0.4300, 0.4201, 0.1344], [-0.9717, -0.0601, 0.9527], [-0.9133, 0.0471, -0.0747], [-0.7510, -0.3142, 0.3053], [-0.1745, 0.6148, -0.4427], [0.5561, -0.0170, 0.6665], [-0.9467, 0.5937, -1.1911], [0.5608, -0.1982, -0.2237], [-6.7088, -4.2727, -0.2566], [-4.9251, -1.9631, -3.0661], [-0.3966, 0.0230, -3.2655], [-4.1974, 0.9443, -4.2182], [-3.0625, 2.5925, -10.6551], [1.0286, 1.7972, -1.0379], [-1.2574, -1.9019, -0.4875], [-0.9872, 1.4706, -1.6875], [0.5313, -1.9423, -0.1931], [-1.5878, 1.0477, 1.1382], [-1.2354, 1.6975, -1.1026], [0.5094, -1.6617, -0.4432], [0.5741, 0.6267, -0.5007], [-4.6136, 1.6550, -3.8577], [-0.8983, 0.3134, -1.1448], [-0.3439, -0.9394, -0.7237], [-1.5945, -0.5030, -0.4070], [0.3250, -0.1975, -0.1990], [-2.5982, 0.2723, -4.2938], [0.2879, 0.3552, -0.6020], [1.3500, 0.5915, 0.3890], [0.2503, -0.0321, 0.1166], [0.1786, -0.0590, -0.4074], [-0.6777, -0.4002, 0.0679], [0.1745, 0.5020, 0.1412], [0.0200, 0.6074, 0.5611], [0.0477, -0.1644, -0.1182], [-2.1732, -0.7349, 0.2435], [0.0327, 1.9925, 2.9008], [-2.0284, 0.6876, 0.7115], [1.0483, 0.1414, 1.0144], [0.4984, -2.5630, 0.6092], [1.0587, -5.8472, 5.1941], [-1.5238, -1.3125, -0.9478], [-1.2069, -0.3324, -1.0581], [0.0705, -2.2720, 5.3751], [-1.1707, -0.4345, 0.3663], [-0.2218, 0.0460, 0.2588], [0.0537, 0.8036, 0.2649], [-0.1557, 0.3462, 0.1519], [-0.5600, 0.1436, 0.3356], [-0.2727, 0.0813, -0.0994], [0.2341, 0.3089, 0.1728], [-0.3259, -0.7572, 0.4748], [0.1130, -0.7085, 0.4083], [0.9745, -3.9136, 2.5709], [-0.0779, -0.5750, 1.3769], [-1.2707, 0.3986, 0.7765], [-11.3256, -9.1065, 11.9281], [-0.0119, 0.5298, 0.3247], [0.8376, -0.1118, -0.3273], [-0.3334, 6.1394, -3.2409], [0.0004, -0.6339, 0.6871], [0.3180, 1.1642, -0.5271], [-2.1577, 2.0308, -1.0916], [-1.8239, 1.0200, 1.2080], [-0.8185, -1.9056, -0.2141], [3.0495, 0.8581, 1.5029], [2.4592, -0.1992, 4.3653], [0.2604, 0.3108, 0.8509], [-0.9167, 2.7655, 6.9607], [-1.2038, -0.1795, -1.0186], [0.4107, 5.3429, -3.4811], [-0.0895, 0.7799, -0.6079], [-0.9690, 2.0530, -1.1374], [-0.0099, 0.3659, -0.1623], [-0.2300, 0.0933, -0.0129], [0.8093, 0.1516, -0.1078], [-1.6976, 1.0199, 0.1702], [-1.6649, 3.5775, -0.2089], [0.1462, 0.1577, 0.3892], [0.3348, 1.1523, 1.5982], [0.2722, 0.2626, -0.6557], [0.7559, -0.7156, 0.7961], [-1.4454, 2.9564, 4.1935], [0.9031, 0.2330, 0.9212], [0.5522, 0.7592, 4.2832], [0.4497, -0.3926, -0.0883], [0.3219, -0.0980, 0.3562], [-0.0421, 0.3652, -0.1707], [1.3136, -0.5643, 2.5974], [0.2383, -1.0513, -0.4568], [-0.1865, 0.6450, -0.8997], [-0.4581, 0.9516, 0.8100], [-0.6935, -0.7847, -0.4836], [-0.0803, 1.7973, 0.9796], [2.2789, -3.8608, -1.2305], [1.9323, -0.3406, 0.2336], [1.1796, -1.1174, -4.7681], [-1.2442, -1.1899, 0.8183], [-0.2447, -3.0176, -5.7137], [-0.7246, -0.7783, -0.4463], [0.7952, -0.7176, -0.6431], [0.2787, -0.5050, -0.4625], [-0.3444, -0.6620, 0.1449], [-0.5097, -0.1191, 0.3915], [-0.7205, -0.0560, 0.1654], [0.2677, -1.8891, 0.1547], [0.1083, -0.0629, -0.2073], [0.5107, -0.3466, 0.8758], [-0.0920, 0.0577, -0.0576], [-0.0892, 0.1592, -0.5170], [0.0356, -0.6396, -0.4535], [-0.4255, -0.1438, -0.6969], [-0.6669, 0.3891, 0.4184], [0.9484, -4.8341, -7.0797], [-0.4707, -0.0733, -1.4144], [0.2754, -0.0164, 0.4202], [0.0304, 0.0253, 0.1293], [0.1654, 0.0728, -0.3247], [-0.1292, 0.2950, -0.4052], [-8.1145, 2.4965, -0.2733], [-8.3935, -4.0479, 17.0940], [2.5364, 2.4960, -2.2569], [-3.3782, 2.2447, 5.0716], [0.4821, 0.6237, 0.0686], [-1.1589, -0.1526, 0.1511], [0.1436, 0.3383, 0.2063], [0.0447, 0.9432, 3.6798], [0.0744, 0.0632, -1.4697], [12.7302, -4.7288, 1.7738], [10.9591, -1.1484, -11.1264], [3.6813, -0.6736, -2.5916], [3.1962, 3.2351, -4.5806], [-0.3999, 0.8206, -0.8894], [0.7642, 0.3909, -0.0884], [-0.0156, -0.5066, 0.1379]],
  "e_lumo_ev": 0.419,
  "multiplicity": 1,
  "orbital_gap_ev": 6.65,
  "e_tot_ha": -3630.35008,
  "e_homo_ha": -0.229
}